C5H29NO10 | wB97M-V/def2-TZVPD

CARTESIAN COORDINATES (ANGSTROEM)
1 C -2.768 0.017 2.022
2 C -2.224 1.082 1.456
3 C -1.490 1.107 0.167
4 C -2.029 1.858 -1.002
5 C -0.301 0.498 0.145
6 N 0.621 0.549 -0.922
7 H -2.807 -0.971 1.575
8 H -3.164 0.063 3.029
9 H -2.284 2.041 1.968
10 H -1.363 2.625 -1.419
11 H -2.943 2.415 -0.810
12 H -2.175 1.148 -1.826
13 H 0.016 -0.095 0.989
14 H 0.101 0.689 -1.781
15 H 1.178 -0.299 -0.969
16 O 1.216 3.900 -0.715
17 H 0.704 3.102 -0.892
18 H 1.712 3.616 0.074
19 O 2.000 -3.616 -0.902
20 H 1.461 -3.109 -0.261
21 H 2.527 -4.187 -0.325
22 O -0.187 -0.805 -4.084
23 H -0.941 -0.800 -3.481
24 H -0.530 -0.431 -4.908
25 O -3.680 -2.603 -2.084
26 H -2.850 -2.126 -1.987
27 H -3.477 -3.515 -1.851
28 O 1.939 2.196 1.347
29 H 2.049 1.333 0.936
30 H 1.262 2.103 2.023
31 O -0.313 5.311 1.139
32 H -0.016 5.144 0.227
33 H 0.022 4.562 1.639
34 O 1.054 -2.349 1.333
35 H 1.261 -1.735 2.059
36 H 0.100 -2.496 1.241
37 O 3.249 -1.145 -0.739
38 H 3.778 -1.130 -1.544
39 H 2.822 -2.029 -0.772
40 O 2.052 -0.394 3.086
41 H 2.900 -0.526 2.639
42 H 2.247 -0.604 4.007
43 O -1.136 -3.850 0.407
44 H -1.635 -4.588 0.771
45 H -0.655 -4.231 -0.344

Calculated values
spin multiplicity: 1
total charge: 0
HOMO energy: -8.198 eV
total energy: -27620.1885 eV
structure (SMILES): C=C/C(C)=C/N.O.O.O.O.O.O.O.O.O.O
gap between HOMO and LUMO: 8.0526 eV

These are the Löwdin partial charges, in e, on atoms 1 to 8: 0.009 -0.162 -0.313 -0.047 -0.188 0.089 0.056 0.050